A single CHO3PS molecule at a distorted geometry, computed with ωB97M-V/def2-TZVPD.

Each line ends with the natural charge from an NBO analysis.
Element x y z (Å)
S1 1.13 -0.51 0.36  2.03
P1 -0.97 1.48 0.03  1.32
O1 -1.91 1.55 -1.09  -0.97
O2 1.71 -1.85 0.26  -0.79
O3 1.68 0.46 1.26  -0.83
C1 -0.56 -0.28 0.14  -1.06
H1 -1.08 -0.85 -0.96  0.31

HOMO energy (spin up / spin down): -0.37316 / -0.37318 Eh
F_max: 4.8 eV/A
Kohn-Sham gap (spin up / spin down): 7.7 / 7.7 eV
relative energy (zero: lowest compared OMol25 entry of this formula, charge and spin): 4.103 eV
SMILES: O=PC=S(=O)=O
E: -27316.034 eV

A molecular structure, C2H2O2 at a distorted geometry, computed with ωB97M-V/def2-TZVPD.

Each line ends with the natural charge from an NBO analysis.
Element x y z (Å)
O1 -0.14 -0.55 -0.85  -0.52
O2 -0.96 1.36 -1.86  -0.52
C1 -0.53 0.61 -1.06  0.91
C2 0.10 0.51 0.71  -0.27
H1 -0.56 0.10 1.49  0.20
H2 1.18 0.59 0.90  0.20

HOMO energy: -0.37130 Eh
F_max: 3.6 eV/A
Kohn-Sham gap: 9.8 eV
relative energy (zero: lowest compared OMol25 entry of this formula, charge and spin): 2.056 eV
E: -6197.999 eV

2 unconnected molecules or ions with the total composition C7H11NO at a distorted geometry, computed with ωB97M-V/def2-TZVPD.

Each line ends with the natural charge from an NBO analysis.
Element x y z (Å)
O1 0.55 -0.38 -0.33  -0.26
N1 -0.56 0.03 -0.94  -0.24
C1 2.75 -1.50 1.08  -0.33
C2 -1.65 -0.61 -0.57  0.19
C3 -2.64 -1.21 -1.20  -0.47
C4 2.69 -0.29 0.54  -0.30
C5 1.66 0.28 -0.20  0.36
C6 -2.48 0.11 1.39  -0.60
C7 1.76 1.54 -0.90  -0.68
H1 1.39 1.52 -1.94  0.25
H2 1.09 2.10 -0.20  0.25
H3 -2.61 -1.42 -2.24  0.20
H4 1.99 -2.28 1.05  0.20
H5 3.63 0.20 0.53  0.22
H6 -1.73 -0.38 1.97  0.19
H7 -2.30 1.09 1.06  0.20
H8 -3.49 -1.54 -0.67  0.21
H9 3.64 -1.75 1.64  0.19
H10 -3.52 -0.30 1.44  0.20
H11 2.79 1.97 -0.86  0.23

HOMO energy (spin up / spin down): -0.24759 / -0.28622 Eh
F_max: 3.4 eV/A
Kohn-Sham gap (spin up / spin down): 6.0 / 7.8 eV
relative energy (zero: lowest compared OMol25 entry of this formula, charge and spin): 8.243 eV
E: -10967.033 eV

A molecular structure, C18H16F6IrN3O8S3 at a distorted geometry, computed with ωB97M-V/def2-TZVPD.

Each line ends with the Mulliken charge.
Element x y z (Å)
Ir1 1.15 -0.50 0.59  1.36
S1 -3.36 2.62 -1.61  0.43
S2 1.79 2.43 1.78  1.21
S3 1.07 0.18 3.49  1.17
F1 -1.43 1.06 4.38  -0.18
F2 -0.10 3.49 3.19  -0.24
F3 -1.47 -0.51 2.95  -0.18
F4 -0.27 4.13 1.04  -0.14
F5 -0.54 -0.92 5.01  -0.24
F6 1.30 4.93 2.31  -0.19
O1 3.08 -0.15 0.54  -0.64
O2 -2.50 1.44 -1.39  -0.55
O3 -0.75 -0.88 0.11  -0.89
O4 -3.28 -0.67 0.39  -0.52
O5 2.82 2.62 2.76  -0.58
O6 2.09 2.50 0.36  -0.60
O7 1.52 -1.17 3.28  -0.60
O8 1.63 1.03 4.46  -0.59
N1 1.06 0.90 2.02  -0.43
N2 1.21 -1.72 -0.86  0.34
N3 0.17 -2.68 -0.96  -0.72
C1 0.58 3.83 2.04  0.52
C2 4.70 -1.67 -2.37  -1.00
C3 -0.89 -2.05 -0.43  1.15
C4 5.07 0.35 -0.52  -0.46
C5 -2.17 -2.66 -0.44  0.11
C6 -3.46 -4.73 -0.60  -0.83
C7 2.36 -2.06 -1.54  -0.58
C8 3.61 -1.42 -1.51  0.71
C9 5.96 -1.17 -2.14  -0.38
C10 3.84 -0.36 -0.56  0.75
C11 -4.50 -2.70 0.32  -0.68
C12 -4.54 -4.10 0.02  -0.26
C13 -0.72 0.02 3.99  0.61
C14 -2.32 -3.95 -0.85  -0.39
C15 -3.37 2.94 -3.39  -0.95
C16 -3.34 -1.96 0.09  0.39
C17 6.14 -0.09 -1.26  -0.52
C18 -2.54 4.16 -1.02  -1.03
H1 -5.34 -2.20 0.77  0.46
H2 7.14 0.33 -1.13  0.38
H3 -2.84 5.03 -1.63  0.42
H4 -1.52 4.09 -0.89  0.33
H5 5.12 1.10 0.29  0.34
H6 -5.40 -4.71 0.33  0.36
H7 -4.41 3.30 -3.61  0.32
H8 -2.63 3.69 -3.64  0.30
H9 -3.13 2.05 -3.95  0.35
H10 2.31 -2.93 -2.22  0.31
H11 -2.49 -0.24 0.02  0.34
H12 6.74 -1.73 -2.69  0.34
H13 -1.41 -4.34 -1.39  0.39
H14 -2.97 4.32 -0.06  0.35
H15 -3.39 -5.79 -0.76  0.39
H16 4.60 -2.50 -3.11  0.30

HOMO energy (spin up / spin down): -0.23118 / -0.31819 Eh
multiplicity: 5
F_max: 4.0 eV/A
Kohn-Sham gap (spin up / spin down): 6.1 / 5.6 eV
relative energy (zero: lowest compared OMol25 entry of this formula, charge and spin): 0.000 eV
E: -91417.055 eV

5 unconnected molecules or ions with the total composition C13H14Cl2F4O12 at a distorted geometry, computed with ωB97M-V/def2-TZVPD.

Each line ends with the natural charge from an NBO analysis.
Element x y z (Å)
Cl1 15.62 -18.42 0.39  -0.04
Cl2 13.41 -17.26 -1.03  -0.04
F1 6.20 -12.76 -1.02  -0.34
F2 9.54 -17.36 4.67  -0.31
F3 15.42 -24.13 -3.41  -0.34
F4 22.03 -19.46 -2.35  -0.32
O1 18.88 -25.03 -5.30  -0.56
O2 17.46 -25.19 -3.48  -0.49
O3 5.32 -17.40 4.89  -0.56
O4 7.64 -13.37 0.49  -0.48
O5 9.86 -13.03 0.81  -0.57
O6 8.51 -11.37 0.33  -0.48
O7 19.47 -15.94 -2.66  -0.59
O8 7.50 -17.32 5.60  -0.50
O9 21.59 -16.39 -3.41  -0.48
O10 20.27 -18.04 -2.88  -0.48
O11 6.84 -19.05 4.36  -0.47
O12 17.89 -23.25 -4.35  -0.47
C1 17.36 -23.01 -3.11  -0.12
C2 18.12 -24.55 -4.49  0.97
C3 8.11 -19.31 4.78  -0.13
C4 21.51 -18.65 -3.28  0.44
C5 22.44 -17.52 -3.63  -0.14
C6 7.12 -11.09 0.41  -0.13
C7 6.45 -17.88 4.92  0.97
C8 8.70 -18.04 5.43  0.45
C9 8.77 -12.65 0.53  0.97
C10 16.62 -24.28 -2.83  0.43
C11 20.39 -16.72 -2.96  0.97
C12 14.52 -17.01 0.37  -0.38
C13 6.54 -12.52 0.29  0.43
H1 6.79 -10.37 -0.33  0.22
H2 8.69 -19.55 3.89  0.21
H3 15.04 -16.08 0.15  0.23
H4 21.22 -19.34 -4.08  0.16
H5 16.65 -22.18 -3.07  0.22
H6 8.16 -20.16 5.46  0.19
H7 9.13 -18.31 6.39  0.16
H8 23.42 -17.44 -3.15  0.23
H9 16.42 -24.59 -1.81  0.18
H10 22.66 -17.48 -4.70  0.21
H11 14.04 -16.88 1.34  0.22
H12 6.98 -10.78 1.45  0.19
H13 5.67 -12.63 0.95  0.18
H14 18.21 -22.84 -2.45  0.19

HOMO energy: -0.39537 Eh
F_max: 4.7 eV/A
Kohn-Sham gap: 11.1 eV
SMILES: O=C1OC[C@@H](F)O1.O=C1OC[C@@H](F)O1.O=C1OC[C@@H](F)O1.O=C1OC[C@@H](F)O1.ClCCl
E: -74191.834 eV

A molecular structure, C58H38AlClN6O2S at a distorted geometry, computed with ωB97M-V/def2-TZVPD.

Each line ends with the Mulliken charge.
Element x y z (Å)
Cl1 -4.89 7.30 -0.23  -0.22
S1 3.40 -3.93 0.80  -0.39
Al1 -0.16 0.29 0.09  -1.83
O1 -1.08 1.79 0.24  0.36
O2 -1.22 2.43 2.36  -0.62
N1 1.15 0.71 1.57  1.35
N2 1.44 -2.31 0.18  0.44
N3 -1.20 -0.52 -1.41  1.40
N4 2.27 -2.06 2.35  0.09
N5 -1.17 -0.87 1.36  1.25
N6 1.26 0.81 -1.22  1.10
C1 -3.86 5.96 0.14  0.42
C2 2.96 -4.98 -1.77  -0.48
C3 -2.08 -0.88 -3.51  -1.51
C4 -2.27 3.79 0.76  -0.12
C5 -1.46 2.60 1.18  0.27
C6 -0.07 -0.24 3.46  2.41
C7 -3.74 4.92 -0.77  -0.94
C8 -3.99 -3.99 -0.41  0.16
C9 0.87 -1.02 -5.37  0.02
C10 0.56 -2.05 6.68  -0.91
C11 0.86 -3.15 -2.07  0.20
C12 -2.87 -2.10 2.30  -1.88
C13 2.25 -2.60 1.13  0.32
C14 0.19 -1.10 7.62  -0.44
C15 2.65 -4.08 -0.76  0.36
C16 -2.39 4.85 1.65  -0.41
C17 0.88 0.61 2.90  -0.35
C18 -1.03 -0.91 2.71  0.51
C19 2.89 1.86 0.30  1.36
C20 -6.49 -2.85 -0.10  -0.84
C21 0.46 -1.76 5.33  -0.11
C22 -0.05 1.18 -5.62  0.08
C23 6.45 3.02 0.76  -0.83
C24 4.10 2.71 0.36  -0.88
C25 -5.12 -4.79 -0.43  -0.81
C26 0.31 0.12 -4.80  -0.59
C27 -0.01 -0.52 4.91  -0.67
C28 2.44 1.44 -0.95  0.72
C29 -6.37 -4.22 -0.26  -0.39
C30 5.34 2.20 0.73  0.13
C31 1.07 -1.09 -6.73  -0.73
C32 -2.93 -1.44 -2.62  -1.48
C33 -2.88 -1.77 -0.16  1.37
C34 0.16 0.19 -3.32  1.52
C35 1.21 0.69 -2.58  0.44
C36 0.73 -0.02 -7.55  -0.45
C37 2.22 1.55 1.48  -0.39
C38 0.17 1.11 -6.99  -0.72
C39 -2.94 3.84 -0.46  -0.12
C40 -0.99 -0.33 -2.75  -0.51
C41 1.79 1.42 3.66  -1.56
C42 2.40 1.23 -3.17  -1.78
C43 -2.30 -1.58 1.09  0.14
C44 6.33 4.36 0.44  -0.35
C45 -5.37 -2.05 -0.09  0.12
C46 1.16 -4.06 -3.06  -0.85
C47 -4.10 -2.62 -0.24  -0.65
C48 -2.36 -1.23 -1.32  0.18
C49 3.99 4.05 0.03  0.27
C50 -2.08 -1.68 3.31  -1.67
C51 5.10 4.88 0.07  -0.87
C52 -0.38 0.43 5.86  0.21
C53 -0.28 0.13 7.21  -0.89
C54 1.61 -3.13 -0.90  -1.30
C55 -3.18 5.94 1.35  -0.79
C56 3.16 1.70 -2.15  -1.77
C57 2.61 2.02 2.77  -1.95
C58 2.21 -4.96 -2.92  -0.63
H1 -2.20 -1.84 4.36  0.62
H2 -0.50 2.07 -5.19  0.50
H3 -4.28 4.97 -1.70  0.42
H4 0.74 -2.50 4.60  0.46
H5 7.20 5.01 0.47  0.38
H6 1.15 -1.84 -4.73  0.40
H7 2.42 -5.66 -3.71  0.40
H8 -3.85 -1.95 -2.81  0.67
H9 1.51 -1.98 -7.16  0.41
H10 -0.57 0.87 7.94  0.41
H11 3.07 -2.20 2.94  0.31
H12 3.77 -5.69 -1.63  0.41
H13 -5.02 -5.86 -0.55  0.40
H14 -3.01 -4.43 -0.53  0.54
H15 3.40 2.72 2.95  0.62
H16 5.00 5.92 -0.18  0.38
H17 -2.83 3.02 -1.15  0.54
H18 -3.77 -2.68 2.35  0.59
H19 3.03 4.45 -0.26  0.49
H20 0.28 -1.33 8.68  0.39
H21 -0.10 1.95 -7.62  0.41
H22 0.93 -3.02 7.00  0.41
H23 0.05 -2.46 -2.16  0.92
H24 5.43 1.15 0.98  0.47
H25 -3.28 6.77 2.04  0.41
H26 1.77 1.52 4.73  0.68
H27 7.41 2.62 1.05  0.38
H28 -1.86 4.80 2.59  0.47
H29 1.69 -1.25 2.50  -0.64
H30 -2.16 -0.83 -4.58  0.70
H31 4.13 2.16 -2.20  0.58
H32 -7.47 -2.40 0.02  0.39
H33 0.91 -0.07 -8.61  0.37
H34 -7.26 -4.84 -0.26  0.38
H35 -0.75 1.39 5.53  0.56
H36 2.60 1.26 -4.22  0.60
H37 -5.45 -0.98 0.04  0.52
H38 0.55 -4.07 -3.95  0.52

HOMO energy: -0.26120 Eh
F_max: 1.2 eV/A
Kohn-Sham gap: 5.9 eV
relative energy (zero: lowest compared OMol25 entry of this formula, charge and spin): 0.359 eV
E: -103761.812 eV